Record 1
DFT (ωB97M-V/def2-TZVPD) results for an isolated ion of composition C5H8BrN2O3 and charge +1.

Each line ends with the natural charge from an NBO analysis.
Element x y z (Å)
C (-0.1498, -1.7199, -1.3404)  -0.40
N (-0.9872, -1.0970, -0.2272)  -0.46
C (-0.7774, 0.0812, 0.2101)  0.44
C (-1.6979, 1.1386, 0.4868)  -0.57
Br (-3.6134, 0.8938, 0.1925)  0.10
C (0.7151, 0.5458, 0.2798)  -0.22
C (1.7053, -0.0818, 0.9692)  0.31
O (1.6945, -1.1106, 1.7179)  -0.63
N (1.2010, 1.7715, -0.4505)  0.55
O (0.4656, 2.7006, -0.6116)  -0.34
O (2.3422, 1.6331, -0.8226)  -0.34
H (-0.4050, -2.7085, -1.5662)  0.25
H (-0.3061, -0.9310, -2.1420)  0.24
H (0.8639, -1.7167, -1.0982)  0.23
H (-1.9444, -1.4330, -0.1121)  0.44
H (-1.2300, 1.9018, -0.0016)  0.30
H (-1.5402, 1.5181, 1.5757)  0.31
H (2.6964, 0.2165, 0.7731)  0.24
H (0.9674, -1.6026, 2.1673)  0.54

Results
E_HOMO, eV: -14.24
Energy above the lowest of the compared OMol25 structures with the same formula, charge and spin, kJ/mol: 177.8
Maximum force, eV Å⁻¹: 5.1
HOMO-LUMO gap, eV: 9.02
DFT total energy, eV: -84467.501
LUMO energy, eV: -5.22
Net charge: +1
SMILES: C/[NH+]=C(CBr)\C(=C/O)[N+](=O)[O-]

---

Record 2
DFT (ωB97M-V/def2-TZVPD) results for a single C5H8BrN3O2 molecule.

Each line ends with the natural charge from an NBO analysis.
Element x y z (Å)
C (-1.1052, 1.4281, 0.8499)  0.56
C (1.1924, 0.2067, 0.8168)  -0.17
C (-1.5766, 0.2426, 1.6349)  -0.43
C (-0.7082, 2.6367, -0.9635)  -0.25
C (1.3757, -2.5819, -1.1407)  -0.26
N (-1.4311, -0.9862, 1.0167)  -0.21
N (-0.4509, -1.4922, 0.5422)  -0.09
N (0.8338, -0.9563, 0.4732)  -0.03
O (-1.2822, 1.4713, -0.4131)  -0.47
O (1.7821, -1.9876, 0.0515)  -0.36
Br (2.9469, 0.6679, 0.4958)  0.07
H (-1.1697, 0.3999, 2.6297)  0.24
H (-2.5882, 0.3838, 1.8239)  0.24
H (-1.3418, 2.8376, -1.8317)  0.20
H (0.2611, 2.4502, -1.3070)  0.21
H (-0.8403, 3.4721, -0.3690)  0.20
H (1.5829, -1.8950, -1.9035)  0.17
H (0.4199, -2.9316, -1.0453)  0.20
H (2.0994, -3.3660, -1.3609)  0.20

Results
E_HOMO (alpha / beta), eV: -5.87 / -8.07
Energy above the lowest of the compared OMol25 structures with the same formula, charge and spin, kJ/mol: 229.7
2S+1: 3
⟨S²⟩: 2.023
Maximum force, eV Å⁻¹: 6.8
HOMO-LUMO gap (alpha / beta), eV: 5.88 / 5.97
DFT total energy, eV: -83910.444
LUMO energy (alpha / beta), eV: 0.01 / -2.10

---

Record 3
DFT (ωB97M-V/def2-TZVPD) results for C5H8CdNaO5 as an isolated structure.

Each line ends with the natural charge from an NBO analysis.
Element x y z (Å)
C (-2.1025, -0.8212, -0.6300)  0.99
O (-3.0422, -0.6111, -1.3833)  -0.77
O (-1.7338, -1.8869, -0.0624)  -0.75
Na (-4.6553, -0.0158, -2.6473)  0.99
O (-1.7536, 0.2913, 0.4624)  -0.68
C (-1.1871, 1.5037, -0.0346)  -0.10
C (0.1335, 1.0805, -0.6715)  -0.05
O (0.7806, 0.3620, 0.3260)  -0.64
C (2.0933, -0.1916, 0.1346)  -0.10
C (2.3604, -1.0012, 1.4050)  -0.08
O (1.2917, -1.8291, 1.7190)  -0.97
Cd (-0.4306, -1.1384, 1.3104)  1.68
H (-1.0422, 2.2598, 0.7484)  0.22
H (-1.8494, 1.9036, -0.8181)  0.18
H (0.7214, 1.9395, -1.0237)  0.22
H (-0.3259, 0.2190, -1.5175)  0.13
H (2.8102, 0.6284, -0.0147)  0.20
H (2.0608, -0.8384, -0.7561)  0.18
H (2.5771, -0.2841, 2.2235)  0.15
H (3.2936, -1.5701, 1.2299)  0.18

Results
E_HOMO, eV: -11.88
Energy above the lowest of the compared OMol25 structures with the same formula, charge and spin, kJ/mol: 0.0
Maximum force, eV Å⁻¹: 5.0
HOMO-LUMO gap, eV: 7.54
DFT total energy, eV: -24525.295
LUMO energy, eV: -4.34
Net charge: +1

---

Record 4
DFT (ωB97M-V/def2-TZVPD) results for a 2-piece molecular cluster, C5H8Cl2N3O overall.

Each line ends with the natural charge from an NBO analysis.
Element x y z (Å)
C (2.7285, -1.8411, 0.5232)  0.88
C (-0.0376, -0.8346, -0.2262)  0.66
C (1.5285, 1.5537, 0.6642)  -0.41
C (-1.5702, 0.3271, -1.6993)  -0.40
C (-2.0522, -0.0300, 0.7058)  -0.42
N (1.7334, -2.3036, 0.0694)  -0.37
N (0.6044, -1.8557, -0.3083)  -0.13
N (-1.1695, -0.2810, -0.3966)  -0.37
O (3.7579, -1.6384, 0.9978)  -0.40
Cl (1.8560, 1.0557, -1.0241)  0.02
Cl (1.5736, 0.1471, 1.7640)  0.01
H (0.5169, 2.0715, 0.9047)  0.25
H (-2.3698, 0.9999, -1.4511)  0.23
H (-0.8283, 0.6916, -2.3324)  0.24
H (-1.8853, -0.5493, -2.2515)  0.23
H (-2.6185, -0.8580, 1.1367)  0.25
H (-1.4174, 0.3334, 1.5233)  0.22
H (-2.6703, 0.8217, 0.3675)  0.23
H (2.3198, 2.1901, 1.0329)  0.26

Results
E_HOMO, eV: -14.50
Energy above the lowest of the compared OMol25 structures with the same formula, charge and spin, kJ/mol: 356.2
Maximum force, eV Å⁻¹: 4.0
HOMO-LUMO gap, eV: 10.21
DFT total energy, eV: -36866.307
LUMO energy, eV: -4.29
Net charge: +1

---

Record 5
DFT (ωB97M-V/def2-TZVPD) results for a 2-piece molecular cluster, C5H8ClN overall.

Each line ends with the natural charge from an NBO analysis.
Element x y z (Å)
C (-0.1727, -1.7321, 2.2179)  -0.58
C (0.1178, -1.8334, 0.9895)  -0.31
C (0.0101, 0.3128, -0.8921)  0.65
C (-0.0068, -0.5607, -2.0724)  -0.71
C (-0.0388, 2.5515, 0.2017)  -0.43
N (0.2685, 1.2857, -0.2732)  -0.36
Cl (0.9144, -3.1019, 0.1222)  -0.11
H (0.1454, -2.4361, 3.0181)  0.17
H (-0.8603, -0.9651, 2.4906)  0.20
H (-0.9817, -0.9287, -2.0375)  0.27
H (0.7381, -1.1916, -1.7693)  0.29
H (0.2995, -0.0002, -3.0244)  0.23
H (0.6930, 3.2558, -0.1171)  0.23
H (-0.0842, 2.5228, 1.3332)  0.23
H (-1.0423, 2.8211, -0.1873)  0.22

Results
E_HOMO (alpha / beta), eV: -6.17 / -6.17
Energy above the lowest of the compared OMol25 structures with the same formula, charge and spin, kJ/mol: 549.0
Maximum force, eV Å⁻¹: 5.7
HOMO-LUMO gap (alpha / beta), eV: 6.27 / 6.28
DFT total energy, eV: -19321.262
LUMO energy (alpha / beta), eV: 0.11 / 0.11

---

Record 6
DFT (ωB97M-V/def2-TZVPD) results for a single C5H8ClN3 molecule.

Each line ends with the natural charge from an NBO analysis.
Element x y z (Å)
C (-1.1472, -0.7262, -0.8507)  -0.28
C (-1.4340, -0.4117, 0.4390)  -0.03
C (0.1013, -0.4873, -1.4761)  0.26
C (1.3802, 0.1782, -0.8136)  -0.54
C (1.0851, 1.1037, 0.2430)  -0.07
N (0.4389, -1.1609, -2.4990)  -0.62
N (-0.4487, -0.2509, 1.3070)  -0.26
N (-0.7719, 0.4139, 2.4677)  -0.64
Cl (0.0960, 2.4020, -0.1135)  0.05
H (-1.9113, -1.1878, -1.4787)  0.23
H (-2.5489, -0.6060, 0.6650)  0.19
H (2.0889, -0.5275, -0.3605)  0.24
H (1.8211, 0.6837, -1.6081)  0.22
H (1.5768, 1.1040, 1.1151)  0.18
H (1.3254, -0.9940, -2.9495)  0.33
H (-1.6872, 0.2519, 2.9102)  0.36
H (0.0355, 0.2149, 3.0028)  0.36

Results
E_HOMO (alpha / beta), eV: -7.11 / -7.55
Energy above the lowest of the compared OMol25 structures with the same formula, charge and spin, kJ/mol: 447.0
Maximum force, eV Å⁻¹: 3.8
HOMO-LUMO gap (alpha / beta), eV: 6.46 / 7.83
DFT total energy, eV: -22302.454
LUMO energy (alpha / beta), eV: -0.65 / 0.28

---

Record 7
DFT (ωB97M-V/def2-TZVPD) results for a single C5H8ClN3 molecule.

Each line ends with the natural charge from an NBO analysis.
Element x y z (Å)
C (1.8429, 0.8316, 0.6981)  -0.06
C (2.0537, -0.4952, 0.5771)  -0.15
C (-1.9277, 1.8701, -0.2251)  -0.68
C (0.3034, -2.0933, -0.4977)  -0.44
C (-1.3649, 0.4706, -0.4845)  -0.04
N (0.6585, 1.2892, 0.2916)  -0.30
N (-0.0937, 0.2333, 0.0346)  0.07
N (0.6960, -0.8941, 0.2488)  -0.17
Cl (-2.4154, -0.8197, 0.1601)  -0.09
H (2.5034, 1.5638, 1.0630)  0.21
H (-2.6578, 1.7021, 0.5476)  0.23
H (-2.1185, 2.2661, -1.1675)  0.23
H (-1.0234, 2.3689, 0.2515)  0.26
H (0.5934, -3.0533, -0.0157)  0.22
H (-0.7981, -2.0879, -0.6576)  0.26
H (0.8089, -2.0482, -1.4431)  0.20
H (2.9392, -1.1039, 0.6190)  0.25

Results
E_HOMO, eV: -6.96
Energy above the lowest of the compared OMol25 structures with the same formula, charge and spin, kJ/mol: 407.6
Maximum force, eV Å⁻¹: 4.3
HOMO-LUMO gap, eV: 7.48
DFT total energy, eV: -22302.863
LUMO energy, eV: 0.52

---

Record 8
DFT (ωB97M-V/def2-TZVPD) results for C5H8ClNO as an isolated structure.

Each line ends with the natural charge from an NBO analysis.
Element x y z (Å)
C (0.2478, 0.1178, -0.0009)  0.02
C (1.1661, -0.4309, 1.0993)  -0.05
C (1.2078, -0.6018, -0.9370)  -0.08
C (-1.1345, -0.4981, -0.0880)  -0.21
C (-2.2388, 0.2068, 0.0103)  -0.24
H (-0.2810, 1.9148, -0.7526)  0.35
H (1.1901, 1.8718, -0.0917)  0.37
H (0.6917, -1.2426, 1.6625)  0.17
H (1.5315, 0.3263, 1.8134)  0.19
H (1.6767, -0.1058, -1.7921)  0.18
H (0.7848, -1.4977, -1.4123)  0.18
H (-1.2454, -1.5945, -0.0694)  0.22
H (-2.1727, 1.2818, 0.1949)  0.22
N (0.2497, 1.5590, 0.0928)  -0.81
O (2.1294, -0.8967, 0.1690)  -0.53
Cl (-3.8031, -0.4101, 0.1019)  0.02

Results
E_HOMO, eV: -9.52
Energy above the lowest of the compared OMol25 structures with the same formula, charge and spin, kJ/mol: 249.9
Maximum force, eV Å⁻¹: 2.7
HOMO-LUMO gap, eV: 10.40
DFT total energy, eV: -21372.717
LUMO energy, eV: 0.88